No. 1
Here is a molecular structure, C4H3NO2 in a non-equilibrium geometry from the Open Molecules 2025 dataset. Energies are from wB97M-V/def2-TZVPD.

The geometry in XYZ format:
```
10
Properties=species:S:1:pos:R:3:forces:R:3
C 1.537 -0.797 -0.137 1.8558 -0.5752 0.4928
C 0.232 -0.005 -0.179 4.8885 -5.2548 0.3776
C -0.912 -0.512 0.416 1.4114 -1.0910 3.1804
C -1.017 1.542 -0.407 -3.6305 0.4955 1.9566
H 2.572 -0.271 -0.514 -2.5108 -0.7265 0.5182
H -1.452 -1.180 1.290 2.5655 0.5731 -2.8719
H -1.774 2.330 -0.672 1.4841 -0.6831 0.4125
N 0.177 1.254 -0.680 -0.3226 -0.6042 -0.5408
O 1.661 -1.914 0.380 -0.7927 2.3350 -1.2221
O -1.614 0.536 0.432 -4.9489 5.5312 -2.3034
```
Positions in Å, forces in eV/Å.

Output
strongest force on any atom	7.8	eV Å⁻¹
LUMO energy	0.4	eV
HOMO-LUMO gap	0.366	hartree

List of natural (NBO) charges in e, atom by atom:
1. C 0.41
2. C -0.10
3. C 0.15
4. C 0.29
5. H 0.13
6. H 0.26
7. H 0.22
8. N -0.40
9. O -0.54
10. O -0.42

=====

No. 2
Here is C4H3NO2 in the gas phase in a non-equilibrium geometry from the Open Molecules 2025 dataset. Energies are from wB97M-V/def2-TZVPD.

The geometry in XYZ format:
```
10
Properties=species:S:1:pos:R:3:forces:R:3
N 1.246 2.105 -1.281 -4.6911 -5.2907 4.1097
C 0.582 1.298 -0.633 3.4968 5.3887 -2.6451
C -0.073 0.256 0.265 -1.2557 2.1330 -0.6296
C -1.475 -0.213 -0.279 1.5895 -5.6218 4.4242
O -1.723 -1.375 0.247 -0.3592 5.3991 -3.3003
C 0.964 -0.809 0.295 2.2671 -0.4359 1.3646
O 2.073 -0.600 -0.160 -1.4543 -1.0610 0.3194
H -0.269 0.502 1.428 0.5814 0.1661 -2.7114
H -2.072 0.446 -0.917 -0.2759 -0.4721 -0.0780
H 0.746 -1.610 1.037 0.1016 -0.2057 -0.8535
```
Positions in Å, forces in eV/Å.

Output
strongest force on any atom	8.2	eV Å⁻¹
LUMO energy	-0.8	eV
HOMO-LUMO gap	0.368	hartree
SMILES string	N#CC(C=O)C=O

List of natural (NBO) charges in e, atom by atom:
1. N -0.27
2. C 0.25
3. C -0.51
4. C 0.43
5. O -0.51
6. C 0.42
7. O -0.46
8. H 0.31
9. H 0.18
10. H 0.15

=====

No. 3
Here is C4H3NO2 in the gas phase in a non-equilibrium geometry from the Open Molecules 2025 dataset. Energies are from wB97M-V/def2-TZVPD.

The geometry in XYZ format:
```
10
Properties=species:S:1:pos:R:3:forces:R:3
O 1.071 -2.437 -0.370 -1.4511 1.5102 -0.0231
C 0.466 -1.405 -0.234 0.8784 1.2325 1.4183
C -0.583 -0.669 -0.988 0.8418 1.1598 -0.5443
N -0.842 0.611 -0.862 -1.2835 -1.7565 -1.0049
C -0.402 1.355 0.199 -0.5521 -2.7524 -2.8786
C 0.411 0.761 0.985 1.8517 -3.5840 1.1106
O 0.851 -0.535 0.874 -0.1795 0.2132 -0.5961
H -0.957 -1.198 -1.856 -0.3008 0.0790 -0.0359
H -0.739 2.274 0.430 -1.1939 3.0541 0.0343
H 0.724 1.244 1.822 1.3890 0.8442 2.5197
```
Positions in Å, forces in eV/Å.

Output
strongest force on any atom	4.2	eV Å⁻¹
LUMO energy	-0.5	eV
HOMO-LUMO gap	0.345	hartree
SMILES string	O=c1cncco1

List of natural (NBO) charges in e, atom by atom:
1. O -0.52
2. C 0.71
3. C -0.05
4. N -0.33
5. C -0.14
6. C 0.20
7. O -0.48
8. H 0.20
9. H 0.21
10. H 0.19

=====

No. 4
Here is C4H3NO2 in the gas phase in a non-equilibrium geometry from the Open Molecules 2025 dataset. Energies are from wB97M-V/def2-TZVPD.

The geometry in XYZ format:
```
10
Properties=species:S:1:pos:R:3:forces:R:3
O -1.287 0.193 2.387 0.5625 -0.1035 -0.4886
C -0.385 0.162 1.613 -0.2307 -0.3217 0.3726
C -0.753 1.828 -0.342 0.5152 0.2246 -1.1167
N -0.076 1.164 -1.044 -0.6964 0.6602 0.6209
C 0.484 -0.054 -1.389 -0.0513 -0.1534 0.3102
C 0.327 -1.029 -0.489 0.1512 0.1113 -0.0383
O -0.317 -0.905 0.706 -0.1817 -0.1694 0.0900
H 0.462 0.865 1.636 -0.0208 -0.4209 -0.3148
H 0.965 -0.164 -2.357 -0.1893 -0.0585 0.3371
H 0.582 -2.060 -0.721 0.1412 0.2312 0.2276
```
Positions in Å, forces in eV/Å.

Output
strongest force on any atom	1.3	eV Å⁻¹
LUMO energy	0.3	eV
HOMO-LUMO gap	0.379	hartree

List of natural (NBO) charges in e, atom by atom:
1. O -0.50
2. C 0.64
3. C 0.31
4. N -0.54
5. C -0.15
6. C 0.17
7. O -0.53
8. H 0.15
9. H 0.24
10. H 0.21

=====

No. 5
Here is C4H3NO2 in the gas phase from the Open Molecules 2025 dataset. Energies are from wB97M-V/def2-TZVPD.

The geometry in XYZ format:
```
10
Properties=species:S:1:pos:R:3:forces:R:3
O 2.412 0.681 0.292 -0.0528 -0.4848 -0.5037
C 1.926 -0.068 -0.508 0.3749 0.4340 0.2791
C 1.114 -1.268 -0.086 -0.6770 0.2539 -0.0656
N -0.058 -0.984 -0.274 0.3785 0.0538 0.0637
C -1.190 -0.391 -0.237 0.1235 -0.0458 -0.0660
C -1.393 0.535 0.898 0.1049 0.0279 0.3093
O -0.651 0.589 1.851 -0.4004 -0.0075 -0.3718
H 1.919 0.108 -1.602 0.2546 -0.0607 0.0728
H -1.838 -0.434 -1.104 -0.0685 -0.0632 0.1671
H -2.241 1.232 0.770 -0.0377 -0.1074 0.1150
```
Positions in Å, forces in eV/Å.

Output
strongest force on any atom	0.7	eV Å⁻¹
LUMO energy (alpha / beta)	-0.6 / -0.6	eV
HOMO-LUMO gap (alpha / beta)	0.317 / 0.317	hartree

List of natural (NBO) charges in e, atom by atom:
1. O -0.47
2. C 0.36
3. C 0.17
4. N -0.23
5. C -0.17
6. C 0.36
7. O -0.50
8. H 0.13
9. H 0.22
10. H 0.13

=====

No. 6
Here is C4H3NO2 in the gas phase from the Open Molecules 2025 dataset. Energies are from wB97M-V/def2-TZVPD.

The geometry in XYZ format:
```
10
Properties=species:S:1:pos:R:3:forces:R:3
O 1.574 0.831 -0.569 -0.0467 -0.3663 -0.0260
C 1.456 -0.403 -0.507 0.0016 0.0910 0.0234
C 0.742 0.392 1.490 -0.8238 0.3267 -0.1883
N 0.303 -1.097 -0.304 0.1360 0.2790 -0.0495
C -0.888 -0.456 -0.449 -0.1332 0.3048 0.1386
C -1.298 0.567 0.317 -0.0856 -0.3443 -0.3239
O -0.355 0.896 1.341 0.8178 -0.3566 0.2283
H 2.343 -1.053 -0.568 -0.1385 0.0949 0.0435
H -1.594 -0.840 -1.188 0.0918 0.0578 0.1784
H -2.211 1.135 0.390 0.1805 -0.0868 -0.0245
```
Positions in Å, forces in eV/Å.

Output
strongest force on any atom	0.9	eV Å⁻¹
LUMO energy	-0.4	eV
HOMO-LUMO gap	0.339	hartree

List of natural (NBO) charges in e, atom by atom:
1. O -0.64
2. C 0.47
3. C 0.66
4. N -0.59
5. C 0.01
6. C -0.03
7. O -0.48
8. H 0.14
9. H 0.23
10. H 0.23

=====

No. 7
Here is C4H3NO2S in the gas phase in a non-equilibrium geometry from the Open Molecules 2025 dataset. Energies are from wB97M-V/def2-TZVPD.

The geometry in XYZ format:
```
11
Properties=species:S:1:pos:R:3:forces:R:3
O 2.052 -1.492 -0.262 1.0840 5.2103 0.7362
C 1.925 -0.210 -0.022 -1.8873 -7.3442 -0.1482
C 0.535 0.096 0.183 -2.3173 2.8935 -2.0062
C -0.144 1.320 -0.119 7.0477 -1.6014 2.6409
O -1.367 1.074 -0.205 -5.4079 3.6577 -0.8200
C -1.747 -0.155 -0.043 2.3714 -4.0681 -0.0666
S -3.225 -0.811 -0.072 -0.5037 0.2051 0.0627
N -0.513 -0.841 0.060 -0.8955 2.3034 0.4175
H 2.701 0.489 0.160 0.9659 0.6362 -0.2221
H 0.286 2.331 0.052 -0.8398 -0.7542 -0.7489
H -0.504 -1.801 0.268 0.3825 -1.1382 0.1546
```
Positions in Å, forces in eV/Å.

Output
strongest force on any atom	7.7	eV Å⁻¹
LUMO energy	-0.8	eV
HOMO-LUMO gap	0.282	hartree
SMILES string	O=Cc1coc(=S)[nH]1

List of natural (NBO) charges in e, atom by atom:
1. O -0.54
2. C 0.33
3. C -0.03
4. C 0.17
5. O -0.40
6. C 0.32
7. S -0.13
8. N -0.54
9. H 0.17
10. H 0.23
11. H 0.44

=====

No. 8
Here is C4H3NO3 in the gas phase in a non-equilibrium geometry from the Open Molecules 2025 dataset. Energies are from wB97M-V/def2-TZVPD.

The geometry in XYZ format:
```
11
Properties=species:S:1:pos:R:3:forces:R:3
O 0.781 -0.559 1.777 4.4655 -0.3003 0.4396
C 1.882 -0.455 1.236 -2.2212 -1.1934 -1.3623
O 1.828 0.058 -0.097 -1.2150 -0.8659 0.8199
C 0.436 0.101 -0.420 3.5375 -2.3078 1.2742
N -0.276 -0.852 -0.850 0.2483 -1.6851 -1.7548
C -1.553 -0.342 -0.922 0.6984 1.4375 0.9342
C -1.510 0.918 -0.395 0.3011 1.0014 0.0745
O -0.162 1.084 0.076 -3.1626 4.1213 -1.1375
H 2.984 -0.919 1.386 -2.5830 1.4068 0.3466
H -2.368 -0.936 -1.265 -0.3650 -0.0079 -0.3301
H -2.041 1.901 -0.526 0.2960 -1.6066 0.6956
```
Positions in Å, forces in eV/Å.

Output
strongest force on any atom	5.3	eV Å⁻¹
LUMO energy	0.8	eV
HOMO-LUMO gap	0.381	hartree
SMILES string	O=COc1ncco1

List of natural (NBO) charges in e, atom by atom:
1. O -0.54
2. C 0.62
3. O -0.52
4. C 0.76
5. N -0.49
6. C -0.08
7. C 0.00
8. O -0.40
9. H 0.18
10. H 0.23
11. H 0.23